{
  "formula": "C33H77CoN2O8",
  "method": "the ωB97M-V functional and the def2-TZVPD basis",
  "e_homo_ev": [-8.429, -7.962],
  "multiplicity": 5,
  "molar_mass_g_mol": 688.9,
  "s_squared": 6.0188,
  "elements": ["Co", "O", "O", "O", "O", "O", "O", "O", "O", "N", "N", "C", "C", "C", "C", "C", "C", "C", "C", "C", "C", "C", "C", "C", "C", "C", "C", "C", "C", "C", "C", "C", "C", "C", "C", "C", "C", "C", "C", "C", "C", "C", "C", "C", "H", "H", "H", "H", "H", "H", "H", "H", "H", "H", "H", "H", "H", "H", "H", "H", "H", "H", "H", "H", "H", "H", "H", "H", "H", "H", "H", "H", "H", "H", "H", "H", "H", "H", "H", "H", "H", "H", "H", "H", "H", "H", "H", "H", "H", "H", "H", "H", "H", "H", "H", "H", "H", "H", "H", "H", "H", "H", "H", "H", "H", "H", "H", "H", "H", "H", "H", "H", "H", "H", "H", "H", "H", "H", "H", "H", "H"],
  "positions_angstrom": [[2.845809, 3.258481, -2.473068], [-0.723945, -2.032441, -1.509182], [3.546134, 4.795609, -1.026632], [4.949227, -0.518761, 1.213662], [2.632530, 1.566014, -1.128481], [1.250506, 3.461019, -3.727248], [5.012515, -2.797371, -1.051896], [2.788242, -0.849240, -3.194684], [-2.678925, -0.476629, 4.854428], [-1.849880, -2.854093, -1.543282], [-2.574106, 0.795746, 4.193229], [-3.937736, -3.601523, -2.540075], [4.578669, -5.063533, -1.207337], [-2.375645, -2.373434, -3.908454], [3.020627, -1.155320, 2.576037], [-1.306746, 2.468807, 2.841574], [0.873712, -0.317446, -4.560038], [-3.313857, 1.848574, 4.949284], [-0.056456, 1.118619, 4.659533], [2.849776, 5.956090, -0.823577], [-1.962122, 3.662286, 3.660199], [1.407418, 1.294039, -0.428388], [-2.139840, -3.503862, -0.204939], [-4.472315, -3.997107, -1.232347], [-3.361805, -4.378699, -0.300131], [-0.919765, -4.395660, 0.035497], [-3.294455, 3.201941, 4.157328], [0.363086, 3.632790, -4.818093], [-0.379805, 5.021646, -4.943064], [-0.938812, 0.077364, 2.604220], [-2.311102, -2.447817, 0.903636], [-4.807444, 1.438096, 5.064542], [2.661657, -3.368328, -0.562175], [3.925768, -3.689183, -1.353274], [0.158099, 1.633849, -1.205331], [-3.608779, -1.141581, -2.116569], [-2.683810, 2.055926, 6.334691], [-1.231470, 1.141588, 3.657400], [4.954036, 0.433462, 3.528210], [1.335491, 5.779497, -0.737659], [3.233562, -0.505242, -5.498506], [4.091246, -0.047430, 2.258318], [2.352517, -0.097252, -4.321443], [-2.878963, -2.430502, -2.453141], [2.542791, -1.466611, 1.647120], [1.372822, 0.232340, -0.184052], [-5.400371, 2.312405, 5.333064], [-3.118441, -5.404938, -0.575296], [0.015820, 1.306059, -2.235090], [-2.838175, -0.370735, -2.124679], [4.273783, -0.249643, -5.296732], [5.592066, -1.039076, 1.701124], [-4.776656, -3.299626, -3.167113], [-0.069383, -3.786074, 0.341024], [-4.864872, 0.777796, 5.929876], [-0.810404, 1.388836, -0.769342], [-0.365268, 3.004852, 2.721660], [-1.092885, 5.278411, -4.159683], [2.500468, 0.966043, -4.132697], [-1.728849, -1.516326, -4.095872], [2.995480, 6.545278, -1.728964], [-2.438973, -2.859210, 1.904888], [3.646474, -1.894062, 3.076710], [-5.249606, 1.084185, 4.133225], [-3.984810, 3.074676, 3.323478], [-1.370745, -1.901256, 0.974995], [0.036869, 2.715324, -1.143516], [-2.157552, 4.512294, 3.006447], [0.939614, 6.746651, -0.427826], [-3.092432, -1.702079, 0.757008], [-1.124331, -5.043767, 0.887668], [0.957436, 1.190840, 4.265929], [1.087764, 5.161817, 0.125599], [0.930294, 3.440554, -5.728819], [-1.805678, 2.482640, 1.872564], [-3.613046, 4.045499, 4.769723], [-4.024096, -1.174864, -1.109340], [-3.227488, -2.221253, -4.571245], [-1.941241, -3.333769, -4.186211], [3.717596, -3.676387, -2.423135], [0.017398, 0.276461, 2.120352], [-0.977868, -0.908414, 3.067723], [2.464166, -1.732434, -3.385849], [3.827124, -5.852846, -1.190493], [-1.332151, 3.988307, 4.487822], [3.210788, -1.543906, -5.828287], [5.279845, -5.035175, -0.373284], [-0.603221, -4.996449, -0.817112], [2.881802, 0.093929, -6.338357], [5.242486, 1.470011, 3.353612], [-5.149901, -4.810159, -1.492992], [-0.360778, 2.818031, -4.801405], [-3.837837, -4.378641, 0.680416], [0.824440, -1.295131, -5.039401], [-3.514517, -0.781528, 4.493297], [-0.081775, 0.282390, 5.358242], [4.491111, 0.345973, 4.511143], [1.927223, -4.143918, -0.779342], [5.885946, -0.131867, 3.534750], [-5.119052, -3.288703, -0.714679], [5.172945, -5.418476, -2.049330], [-1.095470, -1.228962, -1.137711], [-4.439052, -0.958345, -2.798611], [-3.468742, 1.997240, 7.088708], [3.273694, 6.419341, 0.067378], [0.424850, -0.262736, -3.568255], [0.327788, 0.218865, -5.336207], [5.446898, -3.240320, -0.319292], [-1.902819, 1.357510, 6.635273], [-1.034186, 5.013015, -5.814735], [-2.248078, 3.043365, 6.487032], [3.068928, -3.382995, 0.448774], [-3.486652, -4.459685, -3.038269], [-1.640745, 0.112621, 1.771059], [2.406133, -0.688932, 3.346096], [2.055043, -2.501372, -0.823919], [-0.243518, 1.947295, 5.342468], [1.393352, 1.732296, 0.569526], [0.188051, 5.897057, -5.258168], [3.425270, 0.683387, 1.799520], [0.764267, 5.418093, -1.592754]],
  "forces_ev_per_a": [[-2.1, 1.8, 0.8], [-0.3, 0.4, 0.0], [0.0, -3.7, -1.6], [-0.2, 0.5, 0.8], [-1.1, 0.8, 0.8], [1.5, 0.1, 1.2], [-0.8, 0.4, -0.4], [-0.5, 0.5, 0.3], [0.7, 1.0, 0.0], [-0.4, -2.0, 0.2], [-0.8, 1.6, -0.9], [0.6, 1.5, -0.5], [-0.9, -0.9, 0.0], [0.0, 0.5, 0.2], [2.3, 1.3, 0.9], [-0.2, 2.8, 2.0], [0.2, -0.9, -0.4], [0.5, 0.4, -0.3], [-0.9, 0.8, 1.2], [-0.7, -0.5, -1.5], [-0.2, -1.7, -0.8], [0.0, -1.3, -1.4], [0.5, 0.9, -1.4], [-0.8, -0.1, 0.4], [-1.1, -1.2, 0.3], [0.3, 0.4, 1.2], [-0.2, -0.5, 0.4], [0.6, 0.7, 0.4], [-0.2, -0.7, -0.7], [0.0, -0.2, -0.3], [1.0, 0.1, 0.0], [0.8, 0.5, 0.7], [0.6, -1.2, -0.2], [1.1, 0.1, -1.4], [-1.1, 1.6, 0.1], [0.5, 0.0, 0.7], [-0.4, 0.3, 1.0], [0.4, -1.1, -1.5], [-0.8, 0.0, -1.8], [-0.2, 0.5, 1.6], [-0.2, 1.1, -0.5], [-0.9, -0.8, 0.4], [0.6, -0.2, -0.9], [-1.7, -1.5, -1.5], [-0.1, -0.1, 0.4], [0.6, -0.4, -0.1], [0.1, 0.2, 0.1], [0.5, -0.1, 0.2], [0.9, 0.1, 0.0], [-0.4, 0.6, -0.2], [0.0, 0.0, 0.0], [0.4, -0.3, -0.4], [0.2, 0.3, -0.3], [0.1, 0.1, -0.1], [-0.5, -0.5, -0.4], [0.2, -0.8, 0.9], [0.9, -1.2, -0.5], [0.5, -0.1, 0.5], [0.3, 0.1, 0.3], [0.4, -0.3, 0.1], [0.3, 1.0, 0.1], [-0.1, -0.4, -0.1], [-0.6, -0.9, -0.2], [0.3, -0.4, 0.1], [-0.1, 0.2, -0.1], [0.0, 0.1, 0.0], [0.3, 0.3, -0.7], [0.4, 0.1, -0.1], [-0.3, 0.3, -0.3], [-0.2, -0.2, -0.3], [0.0, -0.2, 0.0], [-0.3, 0.1, -0.4], [0.0, -0.5, 0.0], [0.0, 0.3, -0.4], [-0.1, -0.8, 0.1], [-0.8, -0.4, 0.4], [-0.1, 0.0, 0.0], [-0.2, 0.0, 0.1], [0.4, 0.2, 0.0], [0.0, 0.8, -0.2], [0.4, -0.2, 0.3], [0.3, 0.0, -0.2], [0.1, -0.4, 0.3], [-0.1, -0.2, 0.9], [0.2, -0.1, 0.0], [-0.4, -0.2, 0.4], [-0.4, -0.6, 0.5], [-0.4, 0.1, -0.1], [0.3, 0.0, -0.4], [0.0, 0.0, 0.1], [0.0, -0.5, 0.7], [-0.5, 0.1, 0.2], [0.4, -0.5, 0.3], [-0.4, -0.8, 0.7], [0.0, -0.3, -0.1], [-0.2, -0.5, -0.4], [-0.3, -0.1, -0.2], [0.2, -0.6, 0.6], [0.0, -0.2, 0.1], [0.0, 0.6, -0.5], [0.2, 0.9, -0.4], [0.5, 0.8, 0.3], [0.3, 0.3, -0.2], [0.0, -0.1, 0.2], [-0.3, 0.5, 0.1], [-0.6, -0.3, -0.4], [0.4, 1.0, 0.4], [0.3, 0.4, 0.1], [-0.3, -0.3, -0.3], [-0.3, -0.8, -0.3], [0.0, 0.2, -0.3], [-1.0, 0.2, 0.5], [0.2, -0.1, 0.1], [-0.4, 0.0, 0.3], [-0.7, -0.4, -0.2], [0.9, 0.6, 0.0], [0.5, 0.4, 0.0], [0.5, 0.6, 0.0], [0.8, -0.1, 0.8], [0.8, 1.0, 0.1], [0.6, 0.0, -0.3]],
  "lowdin_spin": [2.737, 0.000, 0.172, 0.000, 0.792, 0.126, 0.000, 0.004, 0.000, 0.000, 0.000, 0.000, 0.000, 0.000, 0.000, 0.000, 0.000, 0.000, 0.000, 0.015, 0.000, 0.070, 0.000, 0.000, 0.000, 0.000, 0.000, 0.011, 0.003, 0.000, 0.000, 0.000, 0.000, 0.000, 0.000, 0.000, 0.000, 0.000, 0.000, 0.005, 0.000, 0.000, -0.001, 0.000, 0.000, 0.021, 0.000, 0.000, -0.001, 0.000, 0.000, 0.000, 0.000, 0.000, 0.000, -0.001, 0.000, 0.000, -0.002, 0.000, 0.005, 0.000, 0.000, 0.000, 0.000, 0.000, 0.000, 0.000, 0.000, 0.000, 0.000, 0.000, 0.000, 0.002, 0.000, 0.000, 0.000, 0.000, 0.000, 0.000, 0.000, 0.000, 0.000, 0.000, 0.000, 0.000, 0.000, 0.000, 0.000, 0.000, 0.000, 0.003, 0.000, 0.000, 0.000, 0.000, 0.000, 0.000, 0.000, 0.000, 0.000, 0.000, 0.000, 0.000, 0.002, 0.000, 0.000, 0.000, 0.000, 0.000, 0.000, 0.000, 0.000, 0.000, 0.000, 0.000, 0.000, 0.036, 0.000, 0.000, -0.001]
}

***

{
  "formula": "C33H38AsO3PPdS",
  "method": "the ωB97M-V functional and the def2-TZVPD basis",
  "e_homo_ev": [-13.956, -16.569],
  "relative_energy_ev": 4.367,
  "multiplicity": 6,
  "molar_mass_g_mol": 727.0,
  "s_squared": 8.7909,
  "total_charge": 3,
  "elements": ["Pd", "As", "S", "P", "O", "O", "O", "C", "C", "C", "C", "C", "C", "C", "C", "C", "C", "C", "C", "C", "C", "C", "C", "C", "C", "C", "C", "C", "C", "C", "C", "C", "C", "C", "C", "C", "C", "C", "C", "C", "H", "H", "H", "H", "H", "H", "H", "H", "H", "H", "H", "H", "H", "H", "H", "H", "H", "H", "H", "H", "H", "H", "H", "H", "H", "H", "H", "H", "H", "H", "H", "H", "H", "H", "H", "H", "H", "H"],
  "positions_angstrom": [[-1.010386, 0.133799, 2.718521], [-1.000511, 0.171715, -3.914098], [-4.188284, -0.193933, 0.828328], [-0.166252, 0.692503, 0.421971], [0.579639, -0.128592, 4.342771], [-1.876518, -1.844355, 3.051792], [-2.081137, 0.473284, 4.540908], [-2.638273, -1.915770, 4.306702], [-0.374034, 0.823724, -5.518098], [4.131652, -0.651946, -0.174222], [-3.140210, -0.532443, 4.619860], [0.925443, -1.789497, -3.199693], [1.554657, 0.164145, 0.061262], [0.688338, -4.119193, -3.574348], [-1.367614, 4.478324, 1.734448], [-1.163178, -3.051073, 2.651043], [-0.386487, -1.620517, -3.667513], [0.909088, 2.636943, 2.091482], [-1.171427, -2.704552, -4.010930], [-0.484888, 4.550344, 2.727543], [3.150979, -1.544506, 0.294763], [-1.262241, 0.584503, 5.699843], [0.745527, 1.891183, -7.752541], [-0.072865, 2.203126, -5.563488], [1.858650, -1.146808, 0.416082], [-0.244182, 2.481803, 1.140802], [-0.263535, -0.006412, -6.660318], [1.946317, -0.579946, 4.167985], [-2.768274, 0.535851, 1.133442], [-0.427003, 1.165841, -2.326882], [-0.077290, -0.393633, 5.627194], [-0.641940, -3.956381, -3.953556], [0.309031, 0.567478, -7.773014], [-1.345602, 3.180458, 1.060436], [0.602262, 3.817690, 2.938875], [1.501037, -3.055167, -3.163556], [3.740139, 0.631658, -0.595292], [-0.970010, 0.346323, -1.167494], [2.438448, 1.072477, -0.390722], [0.552603, 2.733158, -6.663432], [1.126050, 2.314965, -8.648133], [1.096002, -1.838591, 0.800530], [-3.539861, -2.538998, 4.203820], [0.538886, -0.202443, 6.491915], [-0.663189, -1.017302, -6.680518], [-3.797259, -0.231721, 3.827952], [0.641662, 1.268155, -2.353200], [-0.454785, 5.326915, 3.463129], [0.795525, 3.789437, -6.796519], [-2.106549, 5.198211, 1.448363], [-1.179414, -4.831767, -4.225333], [-0.869936, 2.199668, -2.237516], [-0.139812, 2.854604, -4.701096], [5.148124, -1.014289, -0.349112], [4.476795, 1.242983, -1.068529], [1.089984, -5.142447, -3.595345], [2.536371, -3.292490, -2.916992], [-2.210332, -2.663348, -4.299430], [-0.728435, -3.646068, 3.447254], [2.079485, 2.075094, -0.540077], [2.097431, -1.564061, 4.529237], [1.748269, 1.997639, 2.214807], [-0.805980, 1.552424, 5.741480], [3.397674, -2.555061, 0.603511], [-3.585944, -0.618926, 5.608504], [-1.964780, -2.376329, 5.022894], [1.461256, -0.906170, -2.806507], [-0.302435, -1.466877, 5.680812], [2.081979, -0.532520, 3.072574], [1.300031, 4.188304, 3.750640], [-1.875059, -3.730109, 2.164081], [0.502775, 0.000586, -8.686249], [-2.090456, 2.696489, 0.386813], [-2.086104, 0.324776, -1.084446], [2.616673, 0.125329, 4.635914], [-1.855302, 0.456948, 6.584872], [-0.666745, -0.743181, -1.229214], [-0.324272, -2.801455, 2.032257]],
  "forces_ev_per_a": [[-0.4, -0.1, -0.1], [-0.6, -0.4, 0.3], [2.2, 1.3, 0.4], [-0.2, 2.1, -0.7], [-0.5, 0.0, 0.8], [0.2, -0.6, 0.3], [-0.9, 0.1, 0.5], [0.4, -0.5, -0.9], [0.0, 0.6, -0.5], [-0.7, 0.0, -0.8], [1.0, -0.4, -0.3], [0.4, 0.6, 0.5], [-3.0, -0.5, 1.8], [0.4, -0.7, 0.1], [-2.1, -3.6, -2.9], [-1.1, -0.5, 0.3], [0.4, 0.2, 0.3], [-4.3, 4.1, 0.8], [-0.9, 0.2, -0.2], [0.4, 3.1, 2.1], [1.3, -0.5, 0.2], [1.3, -1.2, -0.3], [-0.6, 0.0, 0.1], [0.8, 0.1, 0.4], [-0.7, -0.1, 0.1], [5.8, -5.6, 1.1], [-0.2, 0.5, 0.3], [-0.7, 1.2, -1.2], [-1.4, -1.7, 0.9], [-1.2, 1.0, 0.1], [-0.2, -0.2, -0.4], [1.7, -0.5, 0.3], [0.6, -0.3, -0.4], [-2.8, 3.3, -0.8], [4.8, -4.4, -0.4], [-0.7, -0.6, -0.6], [0.6, -0.7, 0.3], [-0.4, -1.4, 0.4], [1.4, 0.5, -0.4], [-0.3, 0.0, -0.9], [0.5, 0.2, -0.7], [0.3, 0.4, -0.3], [0.4, -0.1, -0.2], [0.7, 0.3, 0.0], [0.3, 0.1, 0.1], [-0.8, 0.2, -0.1], [0.6, -0.1, 0.0], [-0.9, 1.0, -0.1], [0.0, -0.3, 0.5], [-0.3, 0.3, 0.3], [-0.6, -0.4, -0.2], [0.4, -1.0, -0.6], [-0.4, -0.2, 0.2], [-0.3, 0.3, 0.2], [0.3, 0.5, -0.1], [0.0, 0.6, 0.1], [-0.3, 0.5, 0.2], [-0.1, 0.6, -0.2], [-0.1, 0.4, 0.8], [0.4, 0.4, -0.4], [0.0, -1.0, 0.4], [0.5, -0.4, -0.2], [-0.1, 0.8, -0.3], [0.3, 0.1, -0.2], [-0.2, 0.7, 0.0], [-0.2, 0.1, 0.4], [0.0, -0.5, -0.5], [-0.2, 0.3, -0.1], [0.2, -0.2, 0.5], [-0.8, -1.0, -1.1], [0.2, 0.4, -0.2], [-0.3, 0.0, 0.3], [0.0, 1.3, 0.6], [1.0, 0.3, -0.1], [0.2, 0.1, 0.3], [-0.3, -0.2, 0.5], [-0.3, 0.9, -0.3], [0.1, 0.4, -0.6]],
  "lowdin_spin": [1.528, 0.467, 0.391, 0.338, 0.056, 0.103, 0.113, 0.006, 0.102, 0.023, 0.007, 0.020, 0.071, 0.004, 0.059, 0.010, 0.076, 0.143, 0.009, 0.052, 0.001, 0.009, 0.092, 0.059, 0.021, 0.082, 0.053, 0.005, 0.795, 0.092, 0.002, 0.000, 0.003, 0.028, 0.001, 0.005, 0.008, 0.058, 0.022, 0.003, 0.005, 0.003, 0.002, 0.001, 0.002, 0.005, 0.011, 0.003, -0.001, 0.002, 0.000, 0.001, 0.002, 0.001, 0.001, 0.000, 0.001, 0.003, 0.000, 0.001, 0.000, 0.004, 0.000, 0.000, 0.002, 0.000, 0.002, 0.000, 0.001, -0.001, 0.003, -0.001, 0.011, 0.010, 0.001, 0.004, 0.005, 0.003]
}